(1)
Entry from OMol25: a molecular structure, C48H59BeGeINO2P2SSi3 in a non-equilibrium geometry (ωB97M-V with the def2-TZVPD basis set).

XYZ file:
```
119
Properties=species:S:1:pos:R:3:forces:R:3:mulliken_spin:R:1
Be 0.053 -0.014 0.021 0.605 0.663 0.418 -0.16
C 1.054 2.686 6.520 0.009 -0.106 -0.047 0.00
C 1.309 1.357 5.786 0.073 0.021 0.073 0.00
C 2.007 0.365 6.732 -0.065 0.036 -0.042 0.00
C -0.024 0.787 5.325 0.186 0.001 -0.092 0.00
C -1.107 0.640 6.185 0.017 -0.023 -0.046 0.00
C -2.332 0.180 5.727 -0.084 -0.046 0.076 0.00
C -2.511 -0.126 4.386 0.031 0.013 -0.039 -0.01
C -1.446 -0.012 3.507 0.555 0.220 -0.284 0.01
P -1.577 -0.444 1.673 -0.294 0.130 1.343 -0.05
C -1.778 -2.204 2.149 0.154 -0.106 -0.299 -0.03
C -0.586 -2.821 2.527 -0.086 0.111 -0.012 0.05
C -0.576 -4.151 2.918 0.018 -0.048 0.021 0.00
C -1.760 -4.872 2.946 -0.012 -0.022 0.001 0.00
C -2.946 -4.262 2.564 -0.066 0.025 0.051 0.00
C -2.959 -2.935 2.161 -0.003 0.072 0.003 0.00
C -3.010 0.675 1.471 0.069 0.037 -0.348 0.02
C -2.645 2.017 1.618 -0.002 -0.117 -0.032 0.00
C -3.570 3.028 1.431 -0.036 -0.010 -0.015 0.00
C -4.881 2.705 1.102 0.018 0.058 -0.038 0.00
C -5.247 1.378 0.951 -0.103 -0.074 0.054 0.00
C -4.317 0.362 1.129 0.111 -0.084 0.033 0.01
C -0.223 0.404 4.006 -0.421 0.014 0.039 0.01
O 0.763 0.426 3.061 0.086 -0.098 0.253 0.02
C 1.875 1.168 3.314 0.297 0.246 -0.132 0.00
C 2.621 1.448 2.177 -0.484 -0.165 0.150 0.00
C 3.772 2.208 2.330 -0.101 -0.013 -0.062 0.00
C 4.163 2.637 3.588 0.088 0.014 0.033 0.00
C 3.389 2.345 4.698 0.011 -0.013 -0.041 0.00
C 2.206 1.625 4.583 -0.159 -0.095 0.006 0.00
P 2.094 0.715 0.528 0.693 0.635 0.690 -0.01
C 2.231 2.338 -0.310 -0.130 -0.083 -0.279 -0.01
C 1.002 2.996 -0.348 0.176 -0.203 -0.005 0.00
C 0.902 4.286 -0.846 -0.013 0.091 0.062 0.00
C 2.039 4.938 -1.294 -0.081 0.018 0.001 0.00
C 3.263 4.283 -1.267 0.105 0.005 0.061 0.00
C 3.363 2.988 -0.788 0.006 -0.065 -0.055 0.00
C 3.282 -0.671 0.658 -0.193 -0.223 -0.325 0.01
C 2.689 -1.933 0.591 -0.016 0.214 -0.020 -0.06
C 3.447 -3.081 0.721 0.015 -0.064 0.090 0.00
C 4.817 -2.982 0.918 -0.063 -0.043 -0.008 0.00
C 5.411 -1.732 0.998 0.058 0.071 0.038 0.00
C 4.650 -0.579 0.881 -0.039 0.086 -0.048 0.00
H 0.399 2.537 7.378 0.020 0.008 0.027 0.00
H 0.581 3.400 5.845 0.004 0.033 0.027 0.00
H 1.989 3.113 6.881 -0.012 0.026 0.031 0.00
H 1.379 0.167 7.603 0.013 -0.017 0.020 0.00
H 2.958 0.774 7.076 0.010 -0.011 0.014 0.00
H 2.201 -0.580 6.223 0.003 -0.011 0.012 0.00
H -0.995 0.882 7.234 -0.001 0.040 -0.002 0.00
H -3.155 0.068 6.421 -0.010 0.018 -0.011 0.00
H -3.480 -0.451 4.027 -0.005 -0.007 0.000 0.00
H 0.335 -2.247 2.529 0.035 -0.045 0.011 0.01
H 0.357 -4.621 3.204 0.002 0.013 0.011 0.00
H -1.761 -5.904 3.269 0.010 -0.017 -0.037 0.00
H -3.872 -4.821 2.572 0.006 -0.017 0.021 0.00
H -3.889 -2.478 1.853 0.016 -0.028 -0.036 0.00
H -1.618 2.257 1.880 -0.031 0.094 0.036 0.00
H -3.272 4.063 1.535 0.005 -0.001 0.015 0.00
H -5.610 3.490 0.952 -0.014 -0.006 0.000 0.00
H -6.264 1.122 0.682 -0.006 0.017 0.011 0.00
H -4.610 -0.669 0.987 -0.008 0.024 -0.091 0.00
H 4.358 2.487 1.466 0.041 0.015 0.012 0.00
H 5.072 3.212 3.705 -0.004 0.005 -0.019 0.00
H 3.714 2.692 5.671 -0.029 0.026 0.014 0.00
H 0.111 2.478 -0.002 -0.083 0.134 0.006 0.00
H -0.060 4.782 -0.870 -0.010 -0.021 -0.033 0.00
H 1.968 5.949 -1.671 0.021 -0.002 -0.021 0.00
H 4.155 4.788 -1.617 -0.013 -0.014 -0.063 0.00
H 4.311 2.469 -0.832 0.001 -0.017 0.013 0.00
H 1.623 -2.007 0.396 0.012 -0.115 -0.010 0.08
H 2.970 -4.052 0.666 -0.004 0.007 -0.025 0.00
H 5.415 -3.880 1.007 0.028 0.014 0.010 0.00
H 6.478 -1.648 1.159 0.006 -0.006 -0.025 0.00
H 5.134 0.386 0.941 0.016 -0.008 0.015 0.00
I 2.827 -0.028 -2.435 0.275 -0.168 0.015 0.01
O -2.324 -1.317 -0.196 -0.246 -0.733 -0.727 0.15
S -1.084 -1.660 -0.995 -0.857 0.045 0.326 0.61
N -0.442 -0.234 -1.472 -0.224 -0.674 0.333 0.24
C -0.485 0.727 -6.479 -0.026 0.043 0.237 0.01
Si 0.727 0.749 -5.010 -0.087 0.022 -0.173 0.04
C 2.253 -0.071 -5.774 -0.026 0.118 0.225 0.00
C 0.959 2.541 -4.459 0.028 -0.252 0.034 0.00
Ge -0.573 -0.568 -3.380 0.491 0.186 -1.004 -0.01
Si -2.939 -0.094 -3.769 -0.506 0.077 -0.266 0.01
C -3.112 1.795 -3.891 0.184 -0.223 0.020 0.00
C -3.516 -0.888 -5.397 0.289 0.120 0.103 0.00
C -4.220 -0.677 -2.507 0.371 -0.015 0.076 0.00
Si 0.002 -2.943 -3.827 -0.135 -0.424 -0.132 0.03
C -0.286 -3.192 -5.688 0.053 0.283 0.211 0.01
C -1.177 -4.189 -2.999 0.113 0.269 -0.066 0.01
C 1.781 -3.410 -3.394 -0.245 0.194 -0.063 0.01
H -0.062 1.252 -7.339 0.081 0.035 0.013 0.00
H -1.445 1.188 -6.248 -0.018 0.004 -0.048 0.00
H -0.677 -0.303 -6.790 0.016 -0.010 -0.036 0.00
H 2.451 0.371 -6.754 -0.132 0.043 -0.079 0.00
H 2.077 -1.138 -5.920 -0.006 -0.019 -0.017 0.00
H 3.144 0.036 -5.159 -0.079 0.002 -0.111 0.00
H 1.292 3.162 -5.294 -0.024 -0.022 -0.072 0.00
H 1.696 2.615 -3.660 -0.005 -0.040 0.004 0.00
H 0.015 2.943 -4.087 -0.041 0.018 -0.032 0.00
H -2.502 2.210 -4.694 0.009 0.012 0.015 0.00
H -2.793 2.268 -2.959 -0.006 -0.013 0.038 0.00
H -4.148 2.085 -4.076 -0.053 -0.070 0.013 0.00
H -2.780 -0.815 -6.198 -0.037 0.003 -0.025 0.00
H -4.426 -0.388 -5.736 -0.042 0.018 0.022 0.00
H -3.752 -1.944 -5.254 0.017 -0.020 0.062 0.00
H -4.048 -0.208 -1.542 -0.030 0.027 0.101 0.00
H -4.163 -1.757 -2.358 -0.024 -0.018 0.016 0.00
H -5.232 -0.429 -2.837 0.051 0.053 -0.161 0.00
H -1.335 -3.037 -5.946 -0.020 0.016 0.009 0.00
H -0.021 -4.214 -5.967 0.022 -0.044 0.055 0.00
H 0.313 -2.516 -6.299 0.003 -0.003 -0.016 0.00
H -2.217 -3.889 -3.155 -0.021 -0.004 0.005 0.00
H -1.011 -4.259 -1.925 0.017 -0.058 0.021 0.00
H -1.050 -5.188 -3.421 0.069 0.021 -0.100 0.00
H 2.488 -2.713 -3.843 0.002 0.007 0.036 0.00
H 2.019 -4.417 -3.746 -0.168 -0.064 -0.035 0.00
H 1.947 -3.377 -2.316 0.021 0.052 0.019 0.00
```
Forces are in eV/Å.

## Properties
Electronic energy, eV: -174385.7283
Lowest unoccupied orbital energy (alpha / beta), eV: 0.47 / -1.55
ΔE to the lowest compared entry with this formula, charge and spin, kcal per mole: 17.6
Spin multiplicity: 2

=====

(2)
Entry from OMol25: a molecular structure, C48H60BrLaN7O3STe in a non-equilibrium geometry (ωB97M-V with the def2-TZVPD basis set).

XYZ file:
```
122
Properties=species:S:1:pos:R:3:forces:R:3:lowdin_charge:R:1
La -2.194 -1.075 0.384 1.289 -0.284 0.542 1.57
O -4.229 -1.246 4.574 0.195 -0.306 -0.031 0.02
C -4.420 0.043 4.859 0.582 1.863 -1.109 -0.25
C -5.209 0.444 5.955 0.029 -0.552 -0.586 -0.03
C -5.521 1.788 6.097 -0.537 0.407 1.136 -0.13
C -4.939 2.750 5.317 0.793 0.991 -0.366 -0.14
C -3.962 2.422 4.382 -0.298 -0.217 -0.612 -0.06
C -3.803 1.085 4.009 -0.298 -1.028 1.750 -0.08
C -2.950 0.694 2.815 -0.264 0.528 0.034 -0.42
O -3.141 -0.662 2.448 0.720 1.409 -0.429 -0.46
N -3.436 1.584 1.730 -0.143 1.125 0.836 -0.07
N -3.060 1.265 0.413 -0.011 -0.036 0.284 -0.24
C -3.448 2.214 -0.446 1.029 -1.773 0.005 -0.25
C -3.659 1.946 -1.802 0.254 0.779 0.953 -0.49
Br -2.947 0.139 -2.439 -0.850 1.462 0.316 0.69
C -4.459 2.805 -2.512 0.166 0.249 -1.097 -0.14
C -4.821 2.756 -3.905 -1.002 0.274 -0.357 -0.25
C -6.043 3.417 -4.226 -0.019 -0.749 -0.696 -0.06
C -6.643 3.223 -5.484 0.342 0.727 0.340 -0.11
C -5.970 2.506 -6.493 -0.272 -0.863 0.074 -0.12
C -4.754 1.847 -6.198 -0.247 0.624 0.264 -0.10
C -4.196 2.008 -4.934 -0.024 -0.028 0.147 -0.09
H -3.683 -1.283 3.703 -0.534 0.246 0.726 0.06
H -5.633 -0.316 6.620 0.200 0.286 -0.342 0.11
H -6.169 2.169 6.907 0.183 -0.643 -0.470 0.10
H -5.161 3.812 5.393 -0.114 -0.226 0.491 0.09
H -3.417 3.286 3.932 -0.419 -1.058 0.022 0.12
H -1.891 0.983 3.091 -0.333 -0.843 -0.482 0.15
H -3.244 2.594 1.957 -0.110 -1.379 -0.260 0.12
H -3.598 3.211 -0.029 -0.342 -0.011 -0.421 0.12
H -4.911 3.659 -1.946 0.391 -1.079 -0.325 0.12
H -6.543 3.963 -3.413 0.093 -0.206 -0.581 0.10
H -7.637 3.687 -5.669 0.860 -0.418 -0.021 0.10
H -6.470 2.329 -7.455 0.296 0.212 0.391 0.09
H -4.196 1.205 -6.908 -0.661 0.626 0.261 0.11
H -3.251 1.519 -4.747 0.035 0.040 0.115 0.05
N -4.094 -2.702 -0.693 -1.007 0.796 0.478 -0.14
N -3.392 -3.932 -0.587 0.293 -2.961 -0.478 -0.13
C -2.515 -4.342 -1.585 -0.391 2.256 -0.145 -0.80
N -2.260 -5.650 -1.837 0.181 0.505 -0.613 0.11
S -1.837 -2.977 -2.385 0.328 -1.556 -0.210 0.55
H -5.130 -2.828 -0.603 1.371 -0.052 -0.266 0.13
H -3.840 -2.180 -1.571 -0.388 -1.233 0.462 -0.06
H -3.746 -4.663 0.069 0.084 1.355 -0.692 0.17
H -1.731 -5.906 -2.703 -0.559 0.690 1.463 0.13
H -2.856 -6.370 -1.456 0.074 0.146 0.010 0.10
C 0.188 -0.602 5.134 0.337 -0.239 -0.737 -0.07
C 1.510 -0.568 4.271 -1.466 -0.054 0.471 -0.40
C 2.507 0.317 4.928 0.625 0.663 1.318 -0.09
C 1.947 -1.966 3.964 1.628 -1.662 -0.076 -0.27
C 1.989 -2.934 4.968 -0.463 0.625 -0.239 -0.08
C 2.315 -4.262 4.736 0.981 -0.460 0.599 -0.11
C 2.727 -4.669 3.481 -1.147 0.748 -1.127 -0.09
C 2.657 -3.759 2.391 0.634 -0.284 1.656 -0.33
C 2.864 -4.343 1.021 0.133 -1.643 0.117 -0.38
C 2.379 -3.559 -0.221 -1.456 0.273 1.919 -0.10
C 4.341 -4.828 0.899 0.030 0.081 -0.547 -0.06
C 2.550 -2.380 2.720 -1.179 0.097 2.115 -0.37
N 3.204 -1.512 1.973 1.033 1.322 -3.317 0.13
C 3.035 -0.543 1.151 -0.922 0.300 1.095 -0.08
C 3.986 -0.289 0.087 0.390 0.214 0.154 -0.16
C 5.247 -0.875 0.237 1.116 1.357 -2.672 -0.03
C 6.236 -0.633 -0.768 -1.131 -0.596 1.765 -0.10
C 5.929 0.234 -1.816 0.294 -0.304 1.095 -0.11
C 4.722 0.885 -1.897 1.092 0.199 -0.732 -0.06
C 3.669 0.557 -1.047 -2.020 -0.071 0.394 -0.25
N 2.380 0.967 -1.274 0.774 -1.396 1.847 0.02
C 2.061 1.862 -2.261 -0.427 2.098 -0.285 -0.20
C 2.025 1.514 -3.632 0.187 0.759 0.654 -0.18
C 1.752 2.488 -4.620 -0.643 0.405 3.049 -0.05
C 1.284 3.740 -4.174 -0.196 0.342 -1.328 -0.09
C 1.267 4.100 -2.809 0.607 -1.052 -1.190 -0.06
C 1.712 3.209 -1.844 0.369 -0.575 -0.552 -0.13
C 1.926 3.767 -0.436 0.134 0.588 0.444 -0.35
C 3.353 3.566 0.110 -0.781 -0.316 0.758 -0.07
C 0.873 3.255 0.599 0.389 -0.882 -0.581 -0.05
C 2.304 0.079 -3.975 -0.318 0.454 -1.304 -0.36
C 3.535 -0.029 -4.916 -1.267 0.864 -1.406 -0.06
C 1.030 -0.492 -4.665 -0.740 1.371 0.779 -0.07
H -0.198 0.422 5.170 -0.067 -0.081 0.166 0.07
H 0.384 -0.944 6.184 -0.259 0.167 -0.986 0.08
H -0.560 -1.238 4.593 0.541 0.381 0.764 0.04
H 1.290 0.006 3.373 -0.351 -0.611 -0.505 0.11
H 2.741 0.071 5.975 -0.339 -0.078 -0.134 0.08
H 2.121 1.343 4.893 0.220 -0.054 0.170 0.08
H 3.452 0.287 4.434 0.742 0.113 -0.636 0.07
H 1.787 -2.563 5.951 -0.416 -0.308 0.579 0.10
H 2.338 -4.989 5.561 -0.007 0.471 -0.290 0.10
H 3.003 -5.699 3.253 -0.265 0.139 0.182 0.11
H 2.188 -5.256 1.156 0.873 0.896 -0.799 0.13
H 2.719 -2.544 -0.270 0.084 0.668 0.487 0.05
H 1.260 -3.582 -0.226 0.976 0.149 -0.126 -0.01
H 2.732 -3.914 -1.124 0.811 -1.565 -1.821 0.04
H 4.939 -3.959 0.639 0.236 0.214 0.013 0.06
H 4.477 -5.537 0.065 -0.207 0.130 0.221 0.07
H 4.805 -5.271 1.800 -0.633 0.204 -0.286 0.07
H 2.188 0.178 1.264 0.152 -0.689 -0.459 0.12
H 5.475 -1.425 1.116 0.042 -0.463 0.538 0.09
H 7.248 -1.002 -0.621 -0.183 -0.114 -0.217 0.08
H 6.738 0.407 -2.487 0.264 0.506 -0.704 0.09
H 4.642 1.675 -2.629 -0.452 -0.104 -0.237 0.11
H 1.915 2.220 -5.626 -0.263 -0.004 -1.208 0.09
H 0.904 4.461 -4.953 0.647 -0.636 0.978 0.10
H 1.072 5.120 -2.544 -0.382 0.370 0.131 0.09
H 1.867 4.886 -0.565 -0.494 -0.943 0.230 0.13
H 3.408 2.554 0.520 0.394 0.108 -0.142 0.06
H 3.516 4.262 0.953 0.008 -0.178 -0.372 0.08
H 4.105 3.720 -0.650 0.263 -0.032 -0.163 0.07
H 0.844 2.128 0.593 -0.016 1.109 -0.149 0.07
H -0.096 3.646 0.348 -0.637 -0.075 -0.336 0.06
H 1.018 3.542 1.637 0.596 0.274 0.081 0.06
H 2.463 -0.424 -3.033 0.122 -0.383 0.002 0.11
H 3.182 -0.580 -5.831 0.750 0.260 0.682 0.08
H 4.346 -0.526 -4.436 0.675 -0.333 0.116 0.05
H 3.851 1.003 -5.277 -0.182 -1.306 0.533 0.09
H 0.818 0.026 -5.636 0.167 -0.271 0.812 0.08
H 0.150 -0.325 -3.965 0.862 -0.233 -0.934 0.08
H 1.117 -1.535 -4.868 0.118 -0.914 -0.101 0.05
O 0.062 -0.236 -0.463 -0.278 -0.878 -0.174 -0.28
H 0.880 0.295 -0.693 0.630 0.924 -0.148 0.01
H 0.448 -1.106 -0.662 -0.103 -0.239 0.231 0.00
Te -0.127 -3.118 2.136 -2.205 0.089 -0.640 0.50
```
Forces are in eV/Å.

## Properties
Electronic energy, eV: -156351.0819
Lowest unoccupied orbital energy (alpha / beta), eV: 1.09 / 1.04
Total charge: -1